Record 1
A molecular structure, C26H28Br2N7O4PS2Tc. Source: OMol25; level of theory: the ωB97M-V functional and the def2-TZVPD basis.

Positions of all 71 atoms, in Å:
Tc: 0.15 0.63 -0.73
N: -3.59 2.65 -0.74
C: -2.46 2.01 -0.38
S: -0.92 2.71 -0.69
N: -2.62 0.90 0.39
N: -1.41 0.35 0.61
C: -1.19 -0.10 1.92
C: -2.15 0.29 2.93
C: -2.62 -0.62 3.86
C: -3.40 -0.23 4.94
C: -3.85 1.13 5.03
C: -3.43 1.99 4.05
C: -2.60 1.58 2.97
C: 0.35 -0.04 2.27
C: 0.93 0.36 3.67
C: 2.44 -0.05 3.71
C: 3.10 0.15 2.60
C: 2.49 0.63 1.35
N: 1.20 0.52 1.16
H: -3.53 3.44 -1.27
H: -4.52 2.24 -0.58
H: -2.43 -1.69 3.78
H: -3.80 -0.93 5.65
H: -4.65 1.38 5.74
H: -3.76 2.99 3.97
H: -2.37 2.42 2.32
H: 0.78 1.45 3.68
H: 2.96 -0.34 4.67
H: 4.16 -0.07 2.46
H: 3.17 1.08 0.56
Br: 0.87 -4.19 -1.75
C: 2.00 -2.78 -2.09
C: 3.16 -2.98 -2.84
C: 3.97 -1.96 -3.28
Br: 5.57 -2.31 -4.18
C: 3.58 -0.63 -3.01
C: 4.30 0.53 -3.47
C: 3.87 1.75 -3.03
C: 2.69 1.89 -2.28
N: 1.99 0.87 -1.85
C: 2.48 -0.40 -2.18
C: 1.72 -1.48 -1.69
O: 0.65 -1.25 -0.90
H: 3.44 -4.00 -3.12
H: 5.17 0.51 -4.09
H: 4.47 2.64 -3.24
H: 2.34 2.87 -2.01
N: 0.75 -1.30 5.45
C: 0.26 -0.20 4.97
N: -0.67 0.47 5.63
S: -0.17 -1.72 1.99
H: 0.48 -1.65 6.39
H: 1.62 -1.64 4.99
H: -0.99 0.16 6.51
H: -1.16 1.21 5.18
C: -3.42 -1.53 -3.62
O: -2.22 -1.15 -4.30
P: -0.94 -1.23 -3.36
O: 0.16 -0.88 -4.47
C: 0.51 -1.98 -5.33
O: -0.83 0.33 -2.67
C: -0.66 1.50 -3.61
H: -4.24 -1.81 -4.31
H: -3.84 -0.68 -3.03
H: -3.25 -2.38 -2.97
H: 1.31 -1.61 -5.93
H: -0.29 -2.16 -6.05
H: 0.82 -2.89 -4.84
H: -0.33 1.02 -4.62
H: 0.02 2.22 -3.24
H: -1.61 1.96 -3.65

Summary:
LUMO (alpha / beta): -6.275 / -6.536 eV
E: -8057.8590 Ha
HOMO energy (alpha / beta): -12.30 / -12.55 eV
orbital gap (alpha / beta): 6.03 / 6.02 eV
net charge: +2
2S+1: 4

Record 2
A molecular structure, C26H28BrN8O3S2Tc. Source: OMol25; level of theory: the ωB97M-V functional and the def2-TZVPD basis.

Positions of all 69 atoms, in Å:
Tc: -0.30 -0.90 -0.13
C: 2.67 -2.05 0.39
O: 1.83 -1.20 -0.40
C: 2.20 -0.98 -1.72
C: 3.49 -1.22 -2.18
C: 3.80 -0.96 -3.50
C: 2.84 -0.45 -4.36
C: 1.55 -0.22 -3.90
C: 1.22 -0.48 -2.58
N: -0.09 -0.32 -2.03
N: -0.95 0.20 -2.80
C: -2.23 0.41 -2.44
C: -2.83 0.09 -1.19
O: -2.24 -0.43 -0.16
C: -4.22 0.37 -1.01
C: -4.97 0.90 -2.00
C: -4.41 1.23 -3.28
C: -5.22 1.78 -4.30
C: -4.68 2.12 -5.51
C: -3.31 1.92 -5.73
C: -2.51 1.37 -4.75
C: -3.05 1.01 -3.50
H: 3.64 -1.59 0.53
H: 2.76 -3.02 -0.10
H: 2.18 -2.16 1.35
H: 4.24 -1.62 -1.52
H: 4.80 -1.15 -3.86
H: 3.08 -0.25 -5.39
H: 0.77 0.14 -4.56
H: -4.65 0.13 -0.05
H: -6.02 1.09 -1.84
H: -6.27 1.93 -4.10
H: -5.30 2.54 -6.29
H: -2.87 2.19 -6.68
H: -1.46 1.22 -4.93
Br: -0.65 -3.24 -0.69
S: -0.24 -1.46 2.39
C: -1.79 -1.05 3.00
N: -2.01 -0.30 4.07
C: -3.44 -0.08 4.31
C: -4.10 -0.98 3.24
N: -2.94 -1.48 2.50
H: -1.26 0.18 4.54
H: -3.69 0.97 4.16
H: -3.72 -0.36 5.32
H: -4.77 -0.43 2.59
H: -4.65 -1.81 3.68
H: -2.98 -2.06 1.68
C: 4.57 -2.02 5.66
C: 4.22 -1.04 4.58
C: 5.18 -0.58 3.67
C: 4.76 0.30 2.70
N: 3.50 0.71 2.59
C: 2.66 0.25 3.53
S: 1.02 0.87 3.47
N: 2.97 -0.61 4.50
H: 5.28 -1.57 6.35
H: 5.04 -2.91 5.24
H: 3.67 -2.30 6.20
H: 6.21 -0.90 3.74
H: 5.46 0.68 1.96
N: 0.25 3.11 -0.64
C: 0.76 2.06 0.02
N: 2.08 2.03 0.29
O: 0.02 1.11 0.36
H: 0.75 3.97 -0.76
H: -0.75 3.10 -0.81
H: 2.66 2.83 0.10
H: 2.41 1.38 1.00

Summary:
LUMO (alpha / beta): -3.150 / -4.224 eV
E: -5122.4384 Ha
HOMO energy (alpha / beta): -10.00 / -10.26 eV
orbital gap (alpha / beta): 6.85 / 6.04 eV
energy above the lowest of the compared OMol25 structures with the same formula, charge and spin: 0.0850 eV
net charge: +1
2S+1: 4

Record 3
A molecular structure, C26H28CeF6N5O2S2. Source: OMol25; level of theory: the ωB97M-V functional and the def2-TZVPD basis.

Positions of all 70 atoms, in Å:
Ce: 1.44 1.86 0.90
S: -0.76 0.23 1.77
C: -1.76 -0.10 0.43
N: -3.06 -0.36 0.56
C: -3.84 -0.79 -0.64
C: -2.95 -1.72 -1.40
N: -1.63 -1.15 -1.74
C: -0.99 -1.53 -3.01
C: -0.97 -3.02 -3.21
C: -2.07 -3.64 -3.85
C: -2.14 -5.02 -3.92
C: -1.11 -5.81 -3.48
C: 0.01 -5.17 -2.87
C: 0.05 -3.80 -2.70
C: -1.14 -0.22 -0.93
S: 0.20 0.73 -1.46
C: -3.74 -0.23 1.85
C: -3.69 -1.44 2.78
C: -4.00 -2.73 2.33
C: -3.87 -3.79 3.19
C: -3.46 -3.58 4.48
C: -3.11 -2.34 4.97
C: -3.23 -1.27 4.12
H: -4.07 0.13 -1.22
H: -4.77 -1.25 -0.36
H: -3.35 -1.94 -2.36
H: -2.80 -2.66 -0.87
H: -0.03 -1.04 -3.05
H: -1.57 -1.05 -3.80
H: -2.82 -3.05 -4.34
H: -3.00 -5.53 -4.37
H: -1.07 -6.94 -3.66
H: 0.83 -5.75 -2.48
H: 0.89 -3.28 -2.32
H: -4.78 -0.07 1.51
H: -3.47 0.70 2.33
H: -4.31 -2.90 1.29
H: -4.10 -4.79 2.87
H: -3.30 -4.44 5.15
H: -2.81 -2.20 6.00
H: -3.05 -0.28 4.50
C: 6.62 1.18 -2.95
N: 5.50 1.25 -2.04
C: 5.44 0.65 -0.74
C: 4.08 1.05 -0.30
O: 3.50 0.75 0.77
N: 3.53 1.84 -1.19
C: 4.42 1.95 -2.23
N: 4.16 2.64 -3.30
H: 6.25 0.95 -3.95
H: 7.22 0.36 -2.67
H: 7.27 2.14 -2.97
H: 6.24 1.06 -0.13
H: 5.50 -0.48 -0.88
H: 3.29 3.15 -3.43
H: 4.88 2.85 -3.95
C: 2.27 5.80 2.45
C: 1.13 4.80 2.31
O: 1.23 3.95 1.21
C: 1.25 3.87 3.53
F: 2.40 3.16 3.23
F: 0.33 2.88 3.53
F: 1.28 4.40 4.78
C: -0.22 5.56 2.14
F: -1.21 4.81 1.60
F: -0.65 5.99 3.33
F: -0.04 6.60 1.34
H: 3.19 5.30 2.11
H: 2.37 6.08 3.51
H: 2.15 6.69 1.88

Summary:
LUMO (alpha / beta): -6.471 / -6.468 eV
E: -3302.1910 Ha
HOMO energy (alpha / beta): -13.48 / -13.48 eV
orbital gap (alpha / beta): 7.01 / 7.02 eV
net charge: +2
2S+1: 2

Record 4
A molecular structure, C26H28Cl2MnN5O2S. Source: OMol25; level of theory: the ωB97M-V functional and the def2-TZVPD basis.

Positions of all 65 atoms, in Å:
Mn: 0.14 0.30 -0.24
C: 0.81 -2.95 -5.28
C: -0.34 -3.37 -4.37
N: 0.02 -3.48 -2.97
C: 0.16 -2.39 -2.14
S: -0.49 -0.87 -2.59
N: 0.76 -2.65 -1.01
N: 0.90 -1.72 -0.05
C: 1.62 -2.13 0.99
C: 2.18 -3.53 1.03
C: 1.87 -1.24 2.06
C: 2.44 -1.66 3.29
C: 2.69 -0.74 4.27
C: 2.39 0.61 4.04
C: 1.81 0.94 2.83
N: 1.53 0.08 1.87
H: 0.48 -2.89 -6.31
H: 1.63 -3.67 -5.21
H: 1.17 -1.98 -4.97
H: -0.72 -4.35 -4.69
H: -1.15 -2.64 -4.44
H: 0.66 -4.22 -2.75
H: 2.07 -3.97 0.04
H: 1.65 -4.16 1.74
H: 3.24 -3.51 1.29
H: 2.66 -2.70 3.44
H: 3.11 -1.04 5.22
H: 2.58 1.36 4.78
H: 1.57 1.98 2.63
Cl: 1.48 6.98 -2.93
C: 0.91 5.43 -2.37
C: -0.47 5.25 -2.25
C: -0.93 4.02 -1.82
Cl: -2.63 3.78 -1.63
C: -0.08 2.93 -1.52
O: -0.55 1.80 -1.16
C: 1.35 3.20 -1.60
C: 2.26 2.20 -1.19
O: 1.99 1.03 -0.81
C: 1.81 4.45 -2.05
H: -1.16 6.05 -2.47
H: 3.32 2.50 -1.17
H: 2.87 4.62 -2.13
C: -1.78 -2.81 1.00
N: -2.02 -1.41 0.68
C: -2.98 -1.32 -0.41
C: -2.54 -0.72 1.86
C: -2.12 0.73 1.95
C: -2.86 1.56 2.78
C: -2.45 2.86 3.03
C: -1.29 3.32 2.43
C: -0.59 2.49 1.56
C: -0.97 1.17 1.30
H: -2.71 -3.33 1.27
H: -1.08 -2.88 1.82
H: -1.34 -3.30 0.13
H: -3.95 -1.77 -0.13
H: -2.59 -1.85 -1.28
H: -3.13 -0.28 -0.69
H: -2.13 -1.21 2.75
H: -3.64 -0.80 1.92
H: -3.77 1.19 3.23
H: -3.01 3.50 3.69
H: -0.94 4.32 2.62
H: 0.29 2.91 1.08

Summary:
LUMO (alpha / beta): 2.506 / 2.462 eV
E: -3901.4558 Ha
HOMO energy (alpha / beta): -2.86 / -4.42 eV
orbital gap (alpha / beta): 5.36 / 6.88 eV
energy above the lowest of the compared OMol25 structures with the same formula, charge and spin: 1.3843 eV
net charge: -1
2S+1: 6

Record 5
C26H28ClNO in the gas phase. Source: OMol25; level of theory: the ωB97M-V functional and the def2-TZVPD basis.

Positions of all 57 atoms, in Å:
C: -2.11 -1.15 -5.24
N: -1.29 0.04 -5.34
C: -1.34 0.59 -6.68
H: -0.77 1.52 -6.71
H: -2.37 0.81 -6.94
H: -0.92 -0.10 -7.43
C: 0.06 -0.19 -4.87
C: 0.72 1.11 -4.37
O: 0.06 1.67 -3.27
C: 0.13 1.06 -2.05
C: -0.73 1.56 -1.08
C: -0.73 1.05 0.20
C: 0.13 0.01 0.55
C: 0.97 -0.50 -0.43
C: 0.98 0.01 -1.71
H: 1.67 -0.41 -2.43
H: 1.64 -1.31 -0.18
C: 0.13 -0.58 1.90
C: 0.11 0.17 3.02
C: 0.25 1.64 2.97
C: -0.64 2.48 3.64
C: -0.48 3.85 3.61
C: 0.58 4.41 2.91
C: 1.47 3.59 2.25
C: 1.31 2.22 2.28
H: 2.02 1.58 1.77
H: 2.30 4.02 1.71
H: 0.70 5.48 2.89
H: -1.18 4.49 4.13
H: -1.48 2.05 4.18
C: -0.04 -0.42 4.40
C: 1.04 0.07 5.35
H: 1.02 1.16 5.45
H: 0.95 -0.39 6.33
Cl: 2.67 -0.34 4.74
H: -0.03 -1.50 4.35
H: -1.00 -0.11 4.82
C: 0.11 -2.05 1.91
C: -0.91 -2.72 1.23
C: -0.94 -4.10 1.19
C: 0.06 -4.84 1.81
C: 1.08 -4.18 2.47
C: 1.11 -2.80 2.52
H: 1.92 -2.29 3.02
H: 1.87 -4.75 2.95
H: 0.04 -5.92 1.78
H: -1.74 -4.61 0.67
H: -1.68 -2.15 0.74
H: -1.42 1.45 0.94
H: -1.40 2.37 -1.35
H: 0.67 1.88 -5.14
H: 1.78 0.92 -4.15
H: 0.70 -0.63 -5.66
H: 0.01 -0.89 -4.04
H: -3.13 -0.90 -5.54
H: -1.75 -1.97 -5.87
H: -2.14 -1.48 -4.20

Summary:
LUMO: 0.762 eV
E: -1597.7182 Ha
HOMO energy: -7.65 eV
orbital gap: 8.41 eV
energy above the lowest of the compared OMol25 structures with the same formula, charge and spin: 0.0237 eV
SMILES string: CN(C)CCOc1ccc(/C(=C(/CCCl)c2ccccc2)c2ccccc2)cc1

Record 6
A molecular structure, C26H28CoN4O4S. Source: OMol25; level of theory: the ωB97M-V functional and the def2-TZVPD basis.

Positions of all 64 atoms, in Å:
Co: -0.61 0.33 -0.01
O: -0.58 1.78 1.43
N: -0.87 3.02 1.05
C: -0.79 3.98 2.00
C: -1.06 5.28 1.73
C: -1.43 5.62 0.42
C: -1.52 4.65 -0.53
C: -1.24 3.29 -0.24
S: -1.34 2.05 -1.40
H: -0.49 3.59 2.97
H: -0.98 6.02 2.52
H: -1.65 6.65 0.16
H: -1.81 4.87 -1.54
O: 1.38 0.81 -0.33
C: 2.29 -0.30 -0.15
C: 1.43 -1.57 -0.28
O: 1.96 -2.64 -0.52
O: 0.17 -1.41 0.00
C: 3.36 -0.15 -1.22
C: 4.43 0.72 -1.01
C: 5.35 0.98 -2.01
C: 5.21 0.36 -3.25
C: 4.15 -0.51 -3.47
C: 3.23 -0.76 -2.47
C: 2.87 -0.32 1.26
C: 2.28 0.38 2.30
C: 2.81 0.30 3.59
C: 3.92 -0.49 3.84
C: 4.49 -1.22 2.80
C: 3.97 -1.14 1.52
H: 1.72 1.60 0.11
H: 4.54 1.19 -0.04
H: 6.17 1.65 -1.82
H: 5.93 0.56 -4.03
H: 4.05 -0.99 -4.43
H: 2.42 -1.46 -2.64
H: 1.39 0.98 2.14
H: 2.35 0.86 4.39
H: 4.33 -0.55 4.84
H: 5.34 -1.86 2.99
H: 4.40 -1.72 0.72
C: -3.75 -3.28 -2.53
C: -2.28 -2.95 -2.48
N: -2.11 -1.70 -1.77
C: -2.79 -1.42 -0.62
N: -2.33 -0.49 0.16
C: -3.03 -0.16 1.40
C: -4.52 -0.42 1.28
C: -4.72 -1.85 0.82
N: -3.96 -2.09 -0.40
C: -4.28 -3.32 -1.11
H: -3.92 -4.25 -3.01
H: -4.28 -2.52 -3.10
H: -1.86 -2.83 -3.47
H: -1.72 -3.76 -1.98
H: -1.18 -1.33 -1.76
H: -2.83 0.88 1.63
H: -2.61 -0.75 2.23
H: -4.96 0.26 0.54
H: -5.03 -0.26 2.23
H: -5.77 -2.05 0.59
H: -4.42 -2.55 1.61
H: -5.37 -3.43 -1.10
H: -3.86 -4.18 -0.58

Summary:
LUMO (alpha / beta): 0.650 / 0.649 eV
E: -3308.5481 Ha
HOMO energy (alpha / beta): -7.69 / -7.58 eV
orbital gap (alpha / beta): 8.34 / 8.23 eV
energy above the lowest of the compared OMol25 structures with the same formula, charge and spin: 0.1734 eV
2S+1: 2

| no. | strongest force on any atom (eV/Å) |
| --- | --- |
| 1 | 3.3 |
| 2 | 0.8 |
| 3 | 2.3 |
| 4 | 4.2 |
| 5 | 0.5 |
| 6 | 1.0 |